Entry 1:
64
Properties=species:S:1:pos:R:3 method="wB97M-V/def2-TZVPD" e_homo_ev=-6.764 charge=-1 de_lowest_kcal_mol=99.0 total_energy_ev=-56570.9111 e_lumo_ev=1.21
O 3.519 -1.632 -0.637
H 3.222 0.855 -1.102
H -4.056 0.757 0.593
H -3.180 -1.156 -0.933
H 4.812 -0.793 1.872
H -1.299 -2.480 1.665
H -0.800 -1.644 3.844
H 0.959 2.623 -2.248
H 2.548 2.310 -2.078
O -3.504 -1.981 -0.563
O -2.644 -1.680 -3.616
H 1.429 -2.214 2.884
O 1.859 2.600 -2.716
H 0.845 3.539 -5.830
O -0.821 2.686 -1.900
H 5.776 -2.007 2.160
H 2.136 -3.388 3.205
H -2.615 2.845 -2.131
O 3.375 -0.267 1.687
H -2.570 1.533 3.103
O 0.744 -2.163 4.973
O -3.380 1.359 0.953
H 4.742 1.000 -1.374
H -0.463 -2.746 0.466
H -3.831 2.184 0.803
H 0.983 -1.750 -1.335
H -2.871 -2.111 0.177
O 1.471 0.281 3.790
H 3.313 -1.174 0.190
O 0.746 -2.648 -1.233
O 5.698 -1.164 1.669
H 1.140 -1.372 4.585
H 1.484 0.821 -2.971
O -3.553 2.990 -2.422
O -0.540 0.027 0.210
H 0.189 -0.032 -3.131
B 0.445 0.997 0.724
O 0.355 1.147 2.168
H -3.560 3.845 -2.806
H 1.442 -3.299 -1.386
O -1.981 1.002 3.581
H -1.215 -0.538 2.891
H 0.109 -1.771 5.582
H -1.741 -1.583 -3.391
O -1.953 0.169 -1.398
C -0.681 2.040 -0.824
H -5.704 0.934 -0.945
O 1.831 -2.903 2.450
O -1.072 -1.500 2.977
O 0.168 3.499 -5.147
O 0.218 2.282 0.019
O 3.891 1.422 -1.459
O 1.031 0.018 -2.723
O 1.795 0.484 0.463
H 3.418 -2.528 -0.382
H -1.329 1.523 4.032
C 2.307 0.339 1.594
C -1.180 0.711 -0.657
H 0.579 3.027 -4.437
C 1.427 0.708 2.616
H -4.473 1.195 -1.626
O -1.158 -3.177 0.991
O -5.003 0.450 -1.407
H -2.802 -2.475 -4.083

Entry 2:
53
Properties=species:S:1:pos:R:3 method="wB97M-V/def2-TZVPD" e_homo_ev=-4.111 charge=-1 de_lowest_kcal_mol=64.7 total_energy_ev=-42526.6029 e_lumo_ev=2.08
H -2.491 1.145 -3.628
H 0.055 -4.039 0.920
H 1.054 -3.623 2.888
H -0.502 -1.094 2.724
N -2.141 0.277 -0.347
H 2.751 3.096 -1.018
H -1.222 2.976 -1.178
H 4.451 -0.586 0.156
H 3.965 0.838 0.860
O 3.733 -1.186 -2.201
H 1.063 -1.692 0.600
S 0.341 0.742 -3.467
H -2.589 -0.291 -0.981
H -1.513 0.072 -3.514
C -0.869 -0.198 0.235
H 0.464 -3.221 -1.892
C 0.015 -0.724 -1.021
H -2.256 2.873 -2.247
H 0.123 1.381 2.583
H 1.881 0.444 -1.555
H -0.467 -1.284 -1.921
H -0.442 4.259 1.123
H -3.341 -1.814 1.962
H 0.994 -0.499 2.244
H -3.271 2.919 0.526
H -3.653 -0.763 0.835
H -3.490 1.991 1.833
N -0.198 -3.750 -0.015
N 1.049 -1.661 -0.509
O 1.807 -3.564 2.316
O 2.031 3.359 -0.477
C 0.845 -3.042 -0.820
O -3.349 2.876 1.554
H 1.757 -3.640 -0.507
H 3.011 -1.402 -1.639
H -2.102 1.334 -0.560
H 3.498 -0.713 -2.915
O -2.074 3.185 -1.374
O -4.021 -1.334 1.443
H -1.361 2.990 1.499
O 4.316 -0.031 1.050
O -2.527 0.192 -3.523
H 1.644 1.107 2.978
C 0.688 0.474 -1.669
O -0.501 3.329 1.399
H 0.478 1.223 -0.919
O 1.057 1.097 2.263
O 0.471 -1.200 2.671
H -1.088 -0.997 0.991
H 1.972 -2.557 2.291
H -0.918 -3.065 0.163
H 1.206 3.134 -0.868
H -0.334 0.658 0.659

Entry 3:
53
Properties=species:S:1:pos:R:3 method="wB97M-V/def2-TZVPD" e_homo_ev=-15.648 charge=+2 de_lowest_kcal_mol=57.5 total_energy_ev=-31693.6995 e_lumo_ev=-5.11
C 0.677 0.605 -0.260
N -0.658 -1.014 -1.679
H 1.956 -3.630 0.327
O -4.530 -0.047 0.764
N 1.720 0.499 1.991
H 2.378 1.262 1.752
H 3.145 2.678 -0.139
O 1.595 -2.781 0.023
H 2.054 -2.451 -0.741
H 2.874 2.368 -2.360
H -3.331 -2.321 -1.769
H -1.454 0.858 -0.827
H 3.960 3.063 1.101
N 1.361 1.395 4.091
H 1.134 0.543 -1.259
H -0.688 -2.213 -4.762
H -1.680 -4.558 2.411
O 0.522 0.835 -3.470
O -0.948 -4.605 1.787
C -0.764 0.032 -0.577
O 0.461 4.351 -2.578
O -0.852 1.792 2.816
H 0.695 4.581 -3.477
H 1.568 3.201 -2.098
H -1.581 2.225 2.354
H 2.099 2.016 3.878
H 0.432 -0.408 3.371
H -1.349 -4.757 0.885
H 0.840 1.621 0.071
O -0.434 -1.569 -4.023
H 1.009 1.608 -3.085
O 2.050 2.375 -1.809
H -5.299 0.218 1.287
O 3.456 2.352 0.711
H -4.905 -0.702 0.142
H -0.338 -2.340 2.426
C 1.353 -0.305 0.842
H 0.754 -1.066 1.249
H -0.727 -2.322 3.975
H 2.349 -0.613 0.439
H 0.110 -1.597 -1.415
H 0.746 1.356 4.837
H -1.451 -1.633 -1.603
H -1.022 2.041 3.721
O -4.021 -2.952 -1.516
O -0.672 -1.784 3.145
C 1.071 0.482 3.125
H -1.034 -0.838 -4.291
H -0.624 -0.490 -2.562
H 1.427 0.493 -3.822
H -1.187 -0.417 0.313
H -4.800 -2.496 -1.828
H 0.551 5.060 -1.884

Entry 4:
54
Properties=species:S:1:pos:R:3 method="wB97M-V/def2-TZVPD" e_homo_ev=-9.614 de_lowest_kcal_mol=0.0 total_energy_ev=-33758.7051 e_lumo_ev=0.22
O -2.050 -2.276 0.336
H -0.918 -1.964 -2.805
O 2.520 -2.482 -0.279
C -0.154 1.233 3.001
H 3.743 0.894 0.685
H -2.163 -1.272 1.729
H 1.922 1.893 -1.958
C 0.774 0.510 2.036
H -2.079 0.002 -1.775
O -2.343 -0.601 2.432
H 0.810 -0.412 0.083
H -0.782 -0.186 0.717
C -0.749 1.584 -1.241
O -3.233 1.287 0.783
H 4.042 -1.057 2.033
H -2.942 0.664 1.487
H 3.064 -1.284 0.877
O 2.712 1.461 -2.297
H -0.558 -3.110 -0.024
H 2.781 2.059 0.356
O 1.847 -1.119 -2.497
N -1.569 2.546 -1.440
H -2.050 3.622 0.270
H 0.567 -2.262 -3.081
H 1.716 1.076 1.940
H -3.108 0.306 -0.648
H 0.229 -0.108 -2.022
H -0.254 2.292 2.753
H 2.260 -0.227 -2.501
H -1.177 0.858 3.025
H -2.302 -1.610 -0.362
H -4.128 1.565 0.996
N -0.613 0.484 -2.086
H 2.212 -1.630 -1.743
H -0.031 -3.454 -1.407
O 3.676 1.746 0.207
O 3.360 -0.614 1.524
N 0.061 1.579 -0.101
C 0.185 0.314 0.632
H 1.574 -2.827 -0.217
H -0.216 2.349 0.511
O -2.841 -0.370 -1.315
H -0.792 0.642 -3.070
O 0.187 -3.605 -0.440
H -1.999 2.611 -2.349
O -1.972 3.425 1.230
H -1.483 -0.368 2.786
H -2.446 2.588 1.352
H 3.350 1.460 -1.548
H 0.259 1.144 4.009
H 3.081 -3.253 -0.435
H -2.737 -2.959 0.314
H 1.044 -0.460 2.461
O -0.290 -2.684 -2.923

Entry 5:
56
Properties=species:S:1:pos:R:3 method="wB97M-V/def2-TZVPD" e_homo_ev=-9.574 de_lowest_kcal_mol=41.4 total_energy_ev=-36379.6082 e_lumo_ev=-0.01
H -4.707 -0.600 -2.402
O -3.846 -0.269 -2.142
O 1.207 -2.473 2.534
O -3.930 -1.675 1.423
H -2.246 -1.093 -1.935
H -2.003 3.174 -1.225
H 3.275 0.638 -0.436
H -2.037 -3.833 -1.948
O -0.849 -2.642 -4.662
O 4.015 1.653 1.990
H 2.696 -1.642 -0.547
H 4.773 2.234 1.875
H 1.097 -2.745 1.624
H -0.567 2.960 -1.161
H 1.312 -0.135 4.232
H 0.993 -1.371 -1.054
H 2.372 -1.118 -2.143
H 2.766 -1.623 2.108
H 0.856 -1.556 2.589
H -0.931 2.206 -3.752
H 2.713 1.407 -2.657
H -1.353 1.758 1.765
C 1.914 1.374 -1.909
H -4.029 1.668 0.258
H -3.655 -1.450 0.523
O -1.194 3.693 -1.294
H 0.246 1.781 2.365
H -3.637 0.420 -2.793
H 1.947 0.735 1.307
H -0.659 -3.256 -2.114
H -3.840 1.426 1.753
O -1.365 -1.418 -1.633
N -0.372 1.629 1.586
H 4.298 0.725 2.018
H -0.174 -0.520 3.909
H 4.252 -1.679 1.879
H -0.600 -3.465 -4.224
C 0.091 1.061 0.463
O 3.036 -0.199 4.477
H 3.330 -0.307 3.559
H -1.143 -0.560 -1.205
H -2.212 3.175 -3.619
O -1.114 -4.081 -2.101
H 1.795 2.422 -1.624
H -4.161 -2.605 1.395
H -0.967 -2.016 -3.936
O 0.601 -0.066 3.556
O -1.877 2.285 -3.712
O -0.661 0.945 -0.525
O 3.545 -1.040 1.939
H 1.019 1.027 -2.418
O -3.883 2.128 1.100
C 2.244 0.460 -0.727
N 1.421 0.824 0.448
H 3.267 0.717 4.696
C 2.009 -1.005 -1.116

Entry 6:
56
Properties=species:S:1:pos:R:3 method="wB97M-V/def2-TZVPD" e_homo_ev=-11.580 charge=+1 de_lowest_kcal_mol=14.8 total_energy_ev=-35815.3878 e_lumo_ev=-2.30
H -0.422 2.628 0.972
H 0.435 -0.719 2.045
H 2.058 -3.938 1.173
H 0.085 -1.779 -2.806
H -1.784 -2.117 2.003
H 0.357 0.337 -4.471
C 0.466 -2.520 1.012
H 1.351 -3.825 -0.370
C -0.590 1.559 0.987
H -2.656 1.795 0.869
H 4.205 1.332 -0.743
C 1.027 -1.084 1.204
O 0.418 4.418 -1.167
H 3.592 0.538 1.309
H -3.397 -3.538 -1.456
O -1.841 -1.373 2.606
H 0.659 -1.490 3.704
C 0.426 0.965 -0.028
O -1.844 2.687 -1.920
H 2.448 4.173 1.620
H 2.309 2.732 1.365
H -0.913 2.949 -1.805
O -2.634 -3.068 -1.112
H 2.013 -1.081 1.665
H 1.683 -0.450 -0.645
O -0.855 -1.977 -2.816
H -2.129 -2.701 -1.856
H -2.490 -1.537 3.292
O 3.114 1.235 1.770
H 0.215 -2.898 2.011
H -0.432 -2.517 0.395
O 0.641 1.657 -1.029
O 2.135 3.592 0.922
H 4.258 0.366 -1.858
H -0.801 -2.267 -3.740
H -3.569 -1.420 0.124
H -2.275 3.478 -2.263
H -2.265 0.320 0.525
N 0.944 -0.272 0.015
N 1.506 -3.409 0.529
O 0.638 0.058 -3.597
H -1.844 -0.645 -2.373
O 4.417 0.402 -0.907
H -0.387 1.082 1.939
H -2.548 0.584 -2.549
O 1.450 -1.580 4.243
N -1.909 1.282 0.395
H -4.726 -0.639 0.847
O -2.408 -0.053 -1.833
H 0.590 3.521 -0.824
H 1.577 -2.532 4.305
O -3.780 -0.659 0.686
H -1.985 1.666 -0.593
H 0.670 0.861 -3.057
H 1.343 4.604 -1.377
H 3.458 1.270 2.663

Entry 7:
56
Properties=species:S:1:pos:R:3 method="wB97M-V/def2-TZVPD" e_homo_ev=-13.427 charge=+1 de_lowest_kcal_mol=46.7 total_energy_ev=-36928.8563 e_lumo_ev=-2.57
H 1.355 2.337 -3.767
H 0.759 2.756 -1.442
H 2.775 -1.012 0.108
O 0.541 3.016 -2.290
H -4.379 -0.374 -0.093
O -3.317 -1.711 1.627
H -1.076 -1.122 -0.757
H -0.073 0.053 -3.194
O 3.661 2.148 -0.060
H 1.858 -1.671 2.567
H 0.783 0.233 3.793
H 4.327 1.668 -0.522
H 2.417 -0.181 -3.760
O 0.552 -0.727 4.143
N -2.011 -0.642 -0.644
H 0.721 -3.226 -0.501
H -2.102 1.385 -1.384
H -2.525 -0.768 -1.556
O -0.588 -0.709 -2.711
H 3.502 -1.745 -2.064
O -0.144 2.390 0.288
H 3.255 1.421 0.436
H -0.520 -3.623 -1.407
H -4.463 0.807 -1.220
C -1.877 0.825 -0.390
H -0.088 -1.438 -2.604
C -0.555 1.276 0.183
H -2.166 -0.599 4.382
C -4.386 0.643 -0.172
H -1.088 -0.815 3.432
H 0.482 -0.655 5.093
O -0.200 -2.955 -0.820
O 2.586 -0.085 -0.205
H 0.288 1.782 2.840
O 2.265 -1.001 -3.298
H 4.735 -2.144 -1.090
H 0.477 3.932 -2.272
H -3.141 0.910 1.426
O -2.045 -0.484 3.508
H -2.412 -1.097 0.229
H -3.283 -2.587 1.866
O 3.692 -1.920 -1.132
H 2.713 -0.093 -1.131
O 0.574 1.939 3.777
O 1.698 -1.809 1.633
O 2.128 1.661 -3.825
C -3.070 1.285 0.433
H -5.160 1.011 0.517
H -3.050 2.381 0.470
H 1.554 2.127 3.723
H 2.797 1.960 -3.175
O 0.094 0.120 0.591
H 1.177 0.187 0.352
H 2.160 -1.717 -4.007
H -2.917 -1.270 2.459
H 0.711 -2.074 1.614

Entry 8:
57
Properties=species:S:1:pos:R:3 method="wB97M-V/def2-TZVPD" e_homo_ev="-10.955 / -10.950" spin_multiplicity=2 de_lowest_kcal_mol=105.5 total_energy_ev=-38977.7877 s_squared=0.76 e_lumo_ev="-0.40 / -5.56"
N -1.096 -0.891 -0.108
O -1.767 3.512 1.675
O 2.640 -2.067 -3.542
O -1.198 1.230 0.281
H 1.756 0.202 -4.802
H 0.537 1.568 2.544
H -1.320 2.819 1.011
H -2.949 -0.365 1.280
O 0.850 0.526 0.425
O -3.111 3.480 -1.395
H 3.713 -0.379 -1.656
O 0.379 2.180 3.406
O -3.164 -0.750 2.220
H -1.693 2.164 4.395
H -2.768 -3.789 2.694
H 1.542 3.409 -1.788
H -3.348 -2.345 2.418
H 0.008 -3.400 -2.034
O 3.216 -1.204 1.526
H 0.550 -3.533 0.981
C -0.356 0.374 0.196
C -0.099 -2.743 1.121
H -2.027 4.127 0.841
H 2.705 1.399 1.605
O -2.572 1.806 4.445
H -2.311 3.986 -1.595
H 1.852 -2.514 -3.427
H 3.687 -1.308 0.716
H -3.012 -0.016 2.948
O 2.387 1.041 -1.726
H -1.550 -3.665 -1.078
H -1.105 -3.181 1.386
H 0.152 3.475 -1.384
O -3.448 -1.154 -2.091
C -0.173 -2.077 -0.351
C -0.782 -2.997 -1.447
H 5.134 -0.785 -0.937
H 1.622 0.838 -1.160
O 0.860 4.030 -1.677
H 1.816 1.226 -3.689
H 3.826 0.420 1.131
H -3.775 -0.284 -2.367
H -1.465 -2.299 -2.151
O 3.528 1.361 1.071
H -2.672 2.609 -1.206
H 2.396 -1.567 1.545
H -2.571 -0.947 -1.665
H 0.271 -1.993 1.789
H 0.696 -1.586 -0.795
H 1.171 2.408 3.805
H 2.365 -1.281 -3.060
O 1.412 1.027 -4.482
O 4.303 -1.172 -1.193
H -2.982 2.346 3.753
H -1.766 -1.311 0.567
H 3.002 1.310 -1.013
O -3.293 -3.269 2.041